[1]
DFT (the ωB97M-V functional and the def2-TZVPD basis) results for a molecular structure, C46H44NP2PtSi.

The value obtained for the molecular weight is 896.0 g/mol. The value obtained for the total energy is -2925.3666 hartree. The LUMO energy (alpha / beta) comes out at -2.23 / -2.77 eV. The highest occupied orbital energy (alpha / beta) is -7.883 / -10.586 eV.

The geometry in ORCA input format:
```
! RIJCOSX wB97M-V def2-TZVPD def2/J DEFGRID3
* xyz 1 3
C -0.084 -5.400 -0.527
H -0.354 -1.025 -5.458
H -3.433 -0.296 -2.514
C -2.251 0.380 1.692
H 1.055 0.961 -5.924
C 2.146 0.233 -2.798
P 1.414 -1.598 -0.824
C -0.163 1.217 4.239
H -1.437 -4.319 3.419
H -1.227 4.215 1.166
H -4.929 1.790 3.206
C -1.441 -5.180 -0.340
H -2.846 4.842 -0.510
H 1.886 1.941 1.660
C -1.104 -2.776 -0.528
H 2.084 3.257 5.735
C 5.627 -3.489 -1.064
C 2.104 2.704 3.663
C -1.059 -2.345 2.677
C -2.888 -0.334 0.648
C -3.280 3.700 -2.262
H -1.013 0.592 4.484
C 1.131 0.455 -4.971
H -2.473 1.686 3.386
H -2.109 -6.017 -0.182
C 0.660 -3.899 3.337
N 0.470 4.593 0.013
H 0.899 4.882 0.892
H 6.610 -3.936 -1.124
H 3.017 3.245 3.448
C -2.974 1.130 2.606
H -3.403 2.392 -3.959
C 1.636 -2.955 3.033
C 0.315 1.256 2.927
C -4.362 1.194 2.504
C -2.567 3.985 -1.116
H -3.003 -3.740 -0.209
H 2.892 0.549 -2.077
Pt 0.016 0.442 -0.660
H 2.248 4.730 -1.091
H 0.949 -4.870 3.715
C -2.948 -1.225 -2.224
C -1.937 -3.885 -0.355
C 1.325 -0.862 -2.504
H 5.723 -3.187 1.057
C 0.269 -3.019 -0.723
H 2.008 -0.965 2.335
H -0.170 -2.183 -3.294
H -0.162 2.805 0.915
H 2.683 -3.186 3.178
C 0.439 -1.309 -3.494
H 0.315 -6.405 -0.524
C 0.766 -4.322 -0.720
C -1.484 3.189 -0.728
C -1.143 2.007 -1.413
H 3.491 -2.173 1.195
C -0.088 -1.412 2.340
C 1.257 -1.717 2.544
C 1.535 3.953 -0.823
H 2.000 3.168 -0.242
P -0.441 0.216 1.630
C 0.337 -0.660 -4.709
H -2.405 -1.622 -3.083
H -3.730 -1.950 -1.977
C 2.040 0.888 -4.021
C -5.009 0.498 1.498
H 1.824 -4.504 -0.859
H 3.018 -2.647 -3.041
H 2.686 1.730 -4.235
H 1.052 3.521 -1.697
C 1.589 2.700 4.950
C -0.680 -3.587 3.171
C 3.867 -2.494 0.234
H 0.801 6.487 -0.823
C 3.604 -2.761 -2.138
C -2.880 2.616 -3.038
H -2.109 -2.122 2.531
C -0.668 3.636 0.429
H 0.070 1.915 6.251
H -4.810 -0.768 -0.208
H -0.791 6.278 -0.027
C 1.466 1.985 2.659
C -4.277 -0.256 0.584
C 0.456 1.948 5.241
H 5.249 -3.664 -3.169
H -4.122 4.312 -2.555
C 5.130 -3.069 0.160
Si -1.825 -1.049 -0.759
H -0.486 5.512 -1.609
C -0.042 5.820 -0.667
C 3.092 -2.335 -0.912
C -1.845 1.799 -2.616
C 4.863 -3.335 -2.213
H -1.578 0.947 -3.227
H -6.086 0.549 1.412
*
```

[2]
DFT (the ωB97M-V functional and the def2-TZVPD basis) results for a molecular structure, C25H21AsF5IrN3OS.

The value obtained for the molecular weight is 773.7 g/mol. The value obtained for the total energy is -4441.7810 hartree. The LUMO energy (alpha / beta) comes out at -5.39 / -9.05 eV. The highest occupied orbital energy (alpha / beta) is -13.665 / -14.707 eV.

The geometry in ORCA input format:
```
! RIJCOSX wB97M-V def2-TZVPD def2/J DEFGRID3
* xyz 2 6
H 0.968 5.294 2.981
F 4.019 -0.968 -1.869
C -5.248 -0.008 1.614
C 1.801 -1.801 3.872
H 1.562 0.187 3.117
C -0.011 -0.160 -3.191
N -0.521 -0.086 -4.441
C -4.709 0.540 0.456
C 1.352 -3.115 3.823
C 1.948 0.945 -3.833
C 1.512 3.629 1.761
F 2.036 -2.898 -1.847
H 2.470 4.037 1.467
S 2.197 1.581 0.215
H -1.911 2.116 2.788
H 2.002 1.531 -5.943
H 1.800 -3.858 4.468
F 2.230 -3.019 0.331
H -5.357 0.969 -0.294
C -0.554 3.779 2.958
C 0.674 4.326 2.601
F 4.632 -2.856 -0.992
F 4.209 -1.150 0.284
N 1.203 0.356 -2.888
H -0.012 -4.505 2.921
C -3.337 0.528 0.260
C 0.330 -3.481 2.954
C 3.850 -1.805 -0.822
C -2.517 -0.031 1.239
H -0.231 0.553 -6.395
C -0.243 -2.534 2.124
C 0.197 -1.209 2.186
C -4.425 -0.566 2.581
O -0.625 -0.713 -2.243
H -2.115 -0.441 -5.731
H -2.562 -0.310 -4.014
C 2.363 -2.210 -0.726
H -6.319 0.000 1.762
H -1.213 4.325 3.620
C 0.220 0.526 -5.413
H -1.755 -1.780 -4.610
C 1.122 2.358 1.255
C 1.434 1.055 -5.160
C -3.048 -0.584 2.401
C -0.127 1.805 1.650
N 3.145 1.415 -3.515
H -2.915 0.948 -0.646
H 2.592 -1.523 4.554
H 3.733 1.831 -4.217
H -1.036 -2.826 1.444
Ir 1.098 -0.464 -0.761
C -0.953 2.518 2.483
C -1.830 -0.700 -4.716
H -4.853 -0.992 3.478
As -0.632 0.052 1.009
H 3.542 1.247 -2.605
H -2.408 -1.019 3.158
C 1.224 -0.840 3.057
*
```

[3]
DFT (the ωB97M-V functional and the def2-TZVPD basis) results for a molecular structure, C15H30BF4IrNOP2 in a non-equilibrium geometry.

The value obtained for the molecular weight is 581.4 g/mol. The value obtained for the total energy is -1930.6173 hartree. The LUMO energy (alpha / beta) comes out at -0.29 / -2.84 eV. The highest occupied orbital energy (alpha / beta) is -4.368 / -8.148 eV.

The geometry in ORCA input format:
```
! RIJCOSX wB97M-V def2-TZVPD def2/J DEFGRID3
* xyz 0 6
P -2.123 0.724 1.197
H -3.095 2.242 2.890
C 0.649 -3.358 3.198
N -0.405 1.218 -1.383
C -1.459 1.338 -3.547
B 2.343 -2.186 1.984
H 0.704 0.173 3.077
C -2.088 2.011 2.516
O -0.327 -1.809 1.538
F 1.501 -1.339 0.837
C 1.965 -0.624 -2.980
H 0.930 0.806 1.074
H -2.523 -1.173 2.723
C -0.767 1.965 -2.485
C -1.806 2.126 -4.638
C -3.330 1.437 0.019
H -3.426 -1.324 1.201
H 0.100 3.747 -1.640
H 1.079 -1.127 -3.328
C 0.311 -0.704 3.647
H -4.003 -0.218 2.470
H 3.600 0.872 -0.730
F 2.379 -1.271 3.123
F 3.450 -1.947 1.122
Ir -0.167 0.210 0.029
H 0.492 -3.952 2.345
H 2.870 -1.050 -3.359
H -2.333 1.662 -5.461
H -1.765 4.089 -5.528
C -0.803 4.086 -3.600
C 3.606 -0.199 -0.593
C -3.109 -0.619 1.980
H 1.619 -3.338 3.611
H -1.690 0.283 -3.475
H -0.097 -3.520 3.992
C -1.484 3.485 -4.665
H -0.705 -0.487 3.927
H 0.937 -0.877 4.501
H -4.265 1.699 0.523
H -1.654 2.929 2.099
H 1.390 -3.247 -1.411
H -2.904 2.334 -0.440
C 0.206 -1.904 2.765
H 3.181 -3.021 -1.423
H -3.535 0.706 -0.769
H 3.773 -0.393 0.480
H 2.271 -3.038 0.058
H 1.910 0.442 -3.112
H -0.553 5.136 -3.620
C 2.237 -2.704 -0.990
P 2.106 -0.919 -1.248
H -1.466 1.693 3.359
H 4.419 -0.650 -1.139
C -0.430 3.337 -2.490
F 2.287 -3.749 1.766
*
```